(1)
{
  "formula": "C7H12N2",
  "method": "wB97M-V/def2-TZVPD",
  "orbital_gap_ev": 8.75,
  "homo_energy_ev": -7.617,
  "lumo_energy_ev": 1.13,
  "energy_ev": -10430.787,
  "species": ["C", "N", "N", "C", "C", "C", "C", "C", "C", "H", "H", "H", "H", "H", "H", "H", "H", "H", "H", "H", "H"],
  "xyz": [[2.462, -1.123, -0.068], [1.269, -1.594, 0.145], [0.157, -0.822, -0.094], [-1.014, -1.609, -0.010], [-2.159, -0.620, -0.185], [-1.564, 0.693, 0.211], [0.017, 0.578, 0.001], [0.926, 1.474, 0.706], [0.827, 1.554, -0.759], [3.310, -1.768, 0.240], [2.711, -0.162, -0.564], [-1.059, -1.997, 1.037], [-1.030, -2.437, -0.711], [-3.060, -0.857, 0.379], [-2.407, -0.566, -1.253], [-1.900, 1.548, -0.315], [-1.719, 0.821, 1.300], [0.462, 2.312, 1.271], [1.750, 0.930, 1.244], [1.661, 1.176, -1.381], [0.359, 2.472, -1.195]]
}

(2)
{
  "formula": "C22H19N5O6Pt",
  "method": "wB97M-V/def2-TZVPD",
  "s_squared": 2.01,
  "spin_multiplicity": 3,
  "orbital_gap_ev": [7.69, 7.85],
  "homo_energy_ev": [-8.312, -8.895],
  "lumo_energy_ev": [-0.62, -1.04],
  "energy_ev": -46101.064,
  "species": ["Pt", "O", "C", "C", "C", "C", "C", "C", "C", "O", "N", "O", "O", "H", "H", "H", "H", "N", "N", "H", "H", "H", "H", "O", "C", "N", "C", "C", "O", "N", "C", "C", "C", "C", "C", "C", "C", "C", "C", "C", "C", "C", "H", "H", "H", "H", "H", "H", "H", "H", "H", "H", "H"],
  "xyz": [[-1.560, 0.150, 1.459], [-3.003, 0.181, 3.048], [-2.815, 0.304, 4.267], [-1.574, 0.362, 4.959], [-1.637, 0.566, 6.348], [-0.497, 0.716, 7.068], [0.763, 0.705, 6.434], [0.853, 0.498, 5.091], [-0.310, 0.271, 4.294], [-0.159, -0.028, 3.060], [-0.579, 0.914, 8.519], [-1.669, 0.811, 9.055], [0.458, 1.139, 9.115], [-3.713, 0.388, 4.891], [-2.597, 0.604, 6.851], [1.647, 0.873, 7.034], [1.809, 0.485, 4.585], [-0.526, -2.754, 1.018], [-1.774, -2.072, 1.271], [-0.291, -2.517, 0.059], [0.157, -2.300, 1.612], [-2.181, -2.477, 2.104], [-2.392, -2.280, 0.496], [-0.609, 2.512, 0.142], [-0.443, 1.621, -0.674], [0.174, 1.694, -1.879], [0.241, 0.404, -2.558], [-0.543, -0.467, -1.534], [-0.771, -1.660, -1.648], [-0.892, 0.307, -0.477], [-0.411, 0.448, -3.946], [-1.235, -0.569, -4.417], [-1.773, -0.499, -5.699], [-1.490, 0.581, -6.521], [-0.658, 1.593, -6.058], [-0.121, 1.522, -4.782], [1.683, -0.114, -2.694], [2.766, 0.758, -2.628], [4.065, 0.293, -2.800], [4.297, -1.054, -3.037], [3.218, -1.927, -3.109], [1.920, -1.462, -2.946], [0.547, 2.556, -2.230], [-1.456, -1.418, -3.785], [-2.417, -1.296, -6.053], [-1.912, 0.636, -7.517], [-0.423, 2.438, -6.692], [0.542, 2.315, -4.450], [2.614, 1.811, -2.424], [4.894, 0.989, -2.747], [5.309, -1.421, -3.161], [3.386, -2.982, -3.297], [1.087, -2.150, -3.017]]
}

(3)
{
  "formula": "C5H8O",
  "method": "wB97M-V/def2-TZVPD",
  "orbital_gap_ev": 9.93,
  "homo_energy_ev": -8.852,
  "lumo_energy_ev": 1.08,
  "energy_ev": -7357.470,
  "species": ["C", "C", "C", "C", "O", "C", "H", "H", "H", "H", "H", "H", "H", "H"],
  "xyz": [[2.702, -0.443, 0.243], [1.865, 0.587, -0.270], [0.300, 0.749, 0.243], [-0.257, -0.432, -0.018], [-1.674, -0.795, -0.264], [-2.466, 0.275, 0.115], [3.662, -0.547, -0.552], [2.375, -1.264, 0.930], [2.334, 1.242, -1.041], [-0.128, 1.829, 0.395], [0.577, -1.321, 0.041], [-2.538, 1.185, -0.644], [-3.493, -0.001, 0.066], [-2.256, 0.823, 1.037]]
}

Relative energy (zero: lowest compared OMol25 entry of this formula, charge and spin) list, top to bottom, in kJ/mol: 259.5, 35.0, 461.7